[1]
46
Properties=species:S:1:pos:R:3:forces:R:3 method="wB97M-V/def2-TZVPD" energy_ev=-72601.577 e_lumo_ev=0.113 smiles="NC[C@@H](O)C[C@@H]1[C@H](COO)CS(=O)(=O)O[C@]1(S)C(F)(F)C(F)(F)C(F)(F)C(F)(F)F" gap_ev=9.38 total_charge=0
N 2.095 -2.762 0.973 -0.1478 -0.2615 -0.4941
C 2.142 -2.430 -0.459 0.2472 0.5004 0.8783
C 2.307 -0.883 -0.640 0.0955 -1.0207 -1.3996
O 3.471 -0.686 -1.474 0.1663 0.3559 0.2206
C 1.099 -0.210 -1.353 0.4969 -0.2763 0.5548
C 0.296 0.844 -0.563 -0.3090 -0.6816 -0.4342
C 1.150 2.023 -0.067 0.7042 -0.3253 0.1953
C 2.312 2.367 -1.021 -0.4482 1.3202 1.0434
O 1.871 2.633 -2.337 0.3918 -1.4328 -0.4187
O 1.065 3.771 -2.325 -0.2332 1.1961 0.1702
C 1.777 1.869 1.349 -0.7178 0.1990 -0.7146
S 1.069 0.625 2.443 1.5672 -0.6724 2.0299
O 0.392 1.205 3.546 -1.7590 1.1696 -0.4466
O 2.150 -0.161 2.905 1.0091 -1.1350 -0.8531
O 0.108 -0.368 1.591 0.2374 1.1416 -0.3566
C -0.642 0.270 0.546 0.6267 1.7740 -0.0795
S -1.674 1.697 1.156 -0.9890 -0.1433 -0.1225
C -1.584 -0.836 -0.015 0.8868 -0.0407 1.6111
F -1.883 -0.646 -1.284 -0.8109 0.6066 -0.9316
F -0.849 -1.958 0.018 0.3988 -0.7406 0.0526
C -2.847 -1.162 0.853 -0.3733 -0.8010 -1.7279
F -2.634 -0.988 2.121 0.4343 0.9329 1.4623
F -3.045 -2.493 0.725 -0.2370 -0.6767 -0.3955
C -4.187 -0.517 0.382 -0.4096 -0.3728 0.6994
F -4.885 -0.235 1.483 -0.4098 0.0691 0.6849
F -4.043 0.624 -0.278 0.5617 0.4719 -0.6135
C -5.101 -1.452 -0.464 -0.1211 1.7980 -0.3722
F -6.044 -0.673 -0.981 -0.7937 0.7777 -0.2320
F -5.707 -2.347 0.241 -0.2379 -1.4608 1.0412
F -4.472 -1.967 -1.482 1.0728 -1.0066 -0.9007
H 1.226 -3.200 1.245 0.0909 -0.0183 0.0461
H 2.870 -3.369 1.195 -0.1888 -0.0868 0.2442
H 1.296 -2.822 -1.029 -0.0768 0.0942 0.1326
H 3.041 -2.899 -0.864 -0.0086 0.1324 -0.1626
H 2.569 -0.477 0.333 -0.0584 0.0635 -0.0078
H 3.428 -1.298 -2.219 -0.0576 0.1003 0.0929
H 1.504 0.280 -2.238 -0.0255 0.1686 0.1004
H 0.480 -1.014 -1.744 -0.3322 0.1983 0.0980
H -0.407 1.273 -1.281 0.0065 -0.0073 -0.0286
H 0.542 2.922 -0.038 -0.2512 -0.0959 0.0136
H 3.119 1.638 -0.995 -0.2185 -0.2492 -0.6592
H 2.725 3.312 -0.639 0.1574 -0.1286 0.0273
H 0.154 3.467 -2.194 0.0801 -0.3420 -0.1101
H 2.843 1.655 1.306 -0.0594 -0.4447 0.0144
H 1.697 2.812 1.888 -0.1942 -0.1040 0.1925
H -0.798 2.569 1.687 0.2371 -0.5457 -0.1445

[2]
36
Properties=species:S:1:pos:R:3:forces:R:3 method="wB97M-V/def2-TZVPD" relative_energy_kj_mol=37.0 energy_ev=-78261.754 e_lumo_ev="-13.820 / -13.915" gap_ev="3.15 / 2.94" total_charge=+3
Ga -0.052 0.307 -2.752 0.0678 0.2942 0.4289
O 0.198 3.613 -2.551 -0.4040 -6.6260 -0.9028
C 0.123 2.458 -2.685 0.3578 6.6331 1.5625
C -0.104 -1.626 -1.914 -0.1573 -6.1655 2.4470
O -0.122 -2.707 -1.475 0.1119 6.2475 -2.3289
C 2.392 0.158 -2.466 2.6271 -1.0022 -0.5285
O 3.489 -0.135 -2.535 -3.2725 1.0185 0.3940
C -2.438 0.437 -2.606 -1.6461 -0.3625 -0.7674
O -3.543 0.345 -2.815 2.3065 0.3049 0.6876
C 0.019 0.795 -5.139 0.0407 1.0380 0.4464
H -0.857 1.395 -5.259 -0.7006 0.3801 0.0195
H 0.952 1.312 -5.213 0.7433 0.2949 0.0393
C -0.043 -0.534 -5.227 -0.0647 -1.6701 0.0007
H 0.830 -1.153 -5.329 0.5678 -0.1479 0.1270
H -0.966 -1.063 -5.376 -0.5875 -0.1051 0.1096
C 2.426 0.646 1.679 -0.4537 -0.7116 0.7175
N 1.169 -0.056 2.052 -0.7434 0.2413 -1.4926
C 1.315 -0.794 3.311 0.3160 -0.3736 -0.2263
C 0.083 -0.737 4.148 -0.4286 -0.0565 0.0323
C -1.161 -0.982 3.338 -0.3808 -0.6000 -0.2261
N -1.188 -0.203 2.080 1.1164 -0.3162 -0.9407
C -2.540 0.228 1.705 0.2228 -0.7816 0.6682
C -0.035 0.117 1.361 0.3459 -1.4029 4.8732
O -0.076 0.648 0.251 -0.1845 1.1403 -3.7289
H 2.293 1.308 0.848 -0.2833 0.4262 -0.3797
H 3.203 -0.088 1.422 -0.0872 0.2031 0.2449
H 2.723 1.224 2.581 0.0676 -0.2659 -0.7804
H 1.724 -1.815 3.133 -0.4723 0.5351 -0.0239
H 2.055 -0.254 3.862 0.7792 0.0885 0.3114
H 0.000 0.253 4.603 0.0551 -0.0355 -0.0454
H 0.134 -1.454 4.962 0.0373 -0.0732 0.0637
H -1.969 -0.584 3.924 -0.5926 -0.0708 0.2157
H -1.408 -2.075 3.162 0.4997 1.1516 -0.0680
H -3.158 -0.636 1.384 0.1832 0.4432 0.3868
H -2.953 0.708 2.615 -0.1361 -0.3259 -0.6985
H -2.515 0.946 0.921 0.1490 0.6522 -0.6379

[3]
37
Properties=species:S:1:pos:R:3:forces:R:3 method="wB97M-V/def2-TZVPD" energy_ev=-42196.364 e_lumo_ev=-0.830 smiles="C[C@H](O)Cc1ccc(I)c2ncc([PH2]=O)nc12.NC(N)=O" gap_ev=7.85 total_charge=0
C 0.902 -0.164 1.164 0.8537 -0.5057 0.0514
C 1.213 -0.560 -0.304 -0.1222 0.4248 0.3686
O 2.424 0.072 -0.707 -0.4971 -0.7042 -0.5279
C 0.061 -0.264 -1.339 0.1524 -0.0653 0.1284
C -1.246 0.248 -0.741 0.4879 -0.1355 -0.5165
C -1.378 1.603 -0.572 -1.0659 0.3378 0.3961
C -2.595 2.190 -0.050 0.5711 -0.9159 -0.2368
C -3.616 1.343 0.278 -0.3761 0.2286 0.2302
I -5.441 2.148 1.046 0.7060 -0.2776 -0.2945
C -3.505 -0.084 0.138 -0.5903 0.0522 0.2219
N -4.562 -0.856 0.524 0.7702 -0.7070 -0.2897
C -4.374 -2.152 0.369 0.2067 0.2883 -0.1793
C -3.169 -2.679 -0.199 0.4335 -1.3142 -0.4041
P -3.087 -4.525 -0.392 -1.2704 -0.1015 0.5453
O -4.317 -5.168 0.142 0.2442 0.1105 0.0756
N -2.111 -1.991 -0.597 -2.0439 0.5797 1.0050
C -2.320 -0.658 -0.386 1.5843 1.5713 -0.5302
H 0.380 0.796 1.284 -0.0682 -0.4776 -0.0898
H 1.884 -0.044 1.664 -0.4329 -0.0897 -0.2602
H 0.411 -1.007 1.683 -0.2627 0.6194 -0.1672
H 1.433 -1.642 -0.328 -0.0568 0.4803 0.0142
H 2.315 1.031 -0.730 0.1973 -0.1270 0.3058
H 0.441 0.527 -2.012 -0.1430 -0.4068 0.2764
H -0.080 -1.173 -1.949 -0.1690 0.4917 0.2487
H -0.562 2.283 -0.834 -0.2243 -0.3390 0.0141
H -2.688 3.270 0.076 0.0430 -0.4049 -0.0700
H -5.165 -2.845 0.670 0.2980 0.2239 -0.1312
H -1.907 -4.910 0.298 0.0522 0.2275 -0.5165
H -2.956 -4.856 -1.766 0.6264 0.4534 0.2488
N 5.937 1.444 0.461 0.0277 -0.2356 0.0134
C 4.953 2.383 0.373 0.0840 0.0055 -0.0130
N 5.373 3.677 0.492 -0.0792 0.1808 -0.0027
O 3.784 2.084 0.200 0.1013 0.5162 0.1092
H 6.904 1.662 0.603 -0.0252 0.0351 -0.0013
H 5.659 0.482 0.377 -0.0306 0.0469 -0.0252
H 4.673 4.393 0.431 0.0253 -0.0288 0.0048
H 6.329 3.941 0.634 -0.0075 -0.0374 -0.0016

[4]
29
Properties=species:S:1:pos:R:3:forces:R:3 method="wB97M-V/def2-TZVPD" relative_energy_kj_mol=172.9 energy_ev=-14184.143 e_lumo_ev="-4.858 / -4.858" gap_ev="7.38 / 7.38" total_charge=+1
C -1.727 2.351 -0.285 0.1019 1.9757 0.1046
C -0.575 2.211 0.451 -1.8102 1.6325 0.6083
C -2.445 1.239 -0.750 -1.4197 1.3212 -2.0563
C -0.088 0.971 0.817 -0.0877 -4.0805 -0.5276
C -2.055 0.028 -0.302 -0.7617 -2.4591 -0.6961
C -0.920 -0.199 0.464 0.2573 1.5968 1.1917
C -2.743 -1.293 -0.590 0.2758 -1.5099 0.1670
C -1.814 -2.313 0.136 -0.4358 3.7799 -0.0034
C -0.846 -1.608 0.783 -0.4639 -1.6193 0.0490
C 1.103 0.781 -0.560 0.7397 0.0905 -1.5869
C 2.218 -1.445 -0.430 -2.7003 0.0030 -2.2912
C 3.023 0.482 0.744 2.1941 -0.7219 3.4779
N 2.169 -0.008 -0.262 -0.2611 0.5765 0.0717
H -2.046 3.417 -0.394 0.0374 -1.2698 -0.5151
H -0.117 3.132 0.794 0.3455 -0.2139 -0.0409
H -3.286 1.322 -1.573 1.5717 0.0046 2.1337
H 0.642 0.752 1.583 -0.0400 0.7088 0.3861
H -3.783 -1.378 -0.182 0.8418 0.2235 -0.1408
H -2.003 -3.326 0.306 -0.3446 -1.3403 -0.0557
H -0.274 -2.172 1.523 0.4856 0.8303 -0.2232
H -2.844 -1.549 -1.661 0.1227 0.3550 0.2940
H 1.318 1.824 -0.732 0.7386 0.1454 0.5416
H 0.557 0.518 -1.451 -0.5140 -0.6899 0.0287
H 3.208 -1.778 -0.332 1.0402 -0.6290 0.7877
H 1.401 -1.949 0.098 0.8981 -0.1613 0.6064
H 1.958 -1.710 -1.482 0.1742 0.4477 0.3741
H 3.872 -0.259 0.881 -0.9327 0.9858 -0.2132
H 3.521 1.440 0.549 -0.5613 -0.0263 -0.1747
H 2.576 0.518 1.859 0.5085 0.0441 -2.2973

[5]
30
Properties=species:S:1:pos:R:3:forces:R:3 method="wB97M-V/def2-TZVPD" relative_energy_kj_mol=123.4 energy_ev=-15682.820 e_lumo_ev=0.855 smiles=Cc1c[nH]cn1.CCc1ccccc1 gap_ev=9.34 total_charge=0
C -0.153 -2.715 -1.862 -1.2872 0.1662 -0.4763
C 0.425 -2.613 -0.521 1.0657 1.0694 0.9018
C -0.104 -2.603 0.747 0.7933 -0.4800 -1.0972
N 1.007 -2.726 1.572 -1.2981 0.0217 0.7444
C 2.117 -2.746 0.812 -0.6243 -0.0707 -0.0851
N 1.807 -2.591 -0.449 0.3316 -0.9323 -0.0718
H -0.656 -1.825 -2.270 0.6312 0.1611 0.1411
H -0.977 -3.419 -1.830 -0.0160 -0.5169 -0.1599
H 0.637 -3.077 -2.512 -0.1834 0.0867 -0.2911
H -1.146 -2.578 1.009 0.1385 -0.0489 0.5763
H 0.959 -2.926 2.556 0.0808 0.1281 0.0233
H 3.046 -3.059 1.258 0.3615 0.5012 -0.2180
C 0.763 1.525 -2.654 -0.3068 0.9779 0.7727
C -0.594 1.815 -1.958 -0.2450 0.5093 -0.3955
C -0.741 1.940 -0.444 1.2764 -1.8546 -0.8491
C 0.367 1.728 0.405 -1.6024 1.2609 0.6365
C 0.128 1.963 1.756 0.1557 -0.6514 0.6465
C -1.107 2.396 2.271 1.3637 0.4367 -0.2594
C -2.093 2.723 1.382 -0.6201 -0.1385 -1.0385
C -1.984 2.270 0.054 0.2352 1.1537 0.7029
H 1.594 1.755 -1.986 0.0638 -0.3160 0.0060
H 0.862 2.279 -3.437 0.0466 -0.3735 -0.3189
H 0.869 0.526 -3.063 -0.0217 -0.0723 0.0989
H -0.898 2.823 -2.271 -0.0162 -0.2210 -0.3141
H -1.360 1.150 -2.371 -0.0044 -0.0067 0.1980
H 1.362 1.562 0.029 0.0266 -0.2851 -0.0117
H 0.917 1.841 2.491 0.1522 -0.1319 -0.1686
H -1.166 2.624 3.326 -0.0845 0.1735 -0.0021
H -2.850 3.474 1.593 -0.5324 -0.7828 0.4672
H -2.835 2.369 -0.609 0.1195 0.2360 -0.1582

[6]
33
Properties=species:S:1:pos:R:3:forces:R:3 method="wB97M-V/def2-TZVPD" relative_energy_kj_mol=0.0 energy_ev=-30615.141 e_lumo_ev=0.326 smiles="O=C(NCCCN1CCCC1=O)c1cccs1" gap_ev=9.27 total_charge=0
O -0.940 0.559 -1.537 -0.1177 0.0628 0.0095
C 0.193 0.361 -1.943 -0.0437 -0.1277 -0.0037
N 0.866 -0.793 -1.722 0.1949 -0.1151 -0.0252
C 0.330 -1.868 -0.924 -0.0352 -0.2639 0.2421
C 1.022 -1.969 0.439 -0.1699 0.2902 -0.0862
C 0.822 -0.726 1.316 0.3295 -0.2326 0.0313
N -0.410 -0.727 2.057 -0.0488 0.2162 -0.3378
C -1.711 -0.521 1.456 -0.2845 0.0729 -0.1576
C -2.570 -0.051 2.633 -0.0148 -0.1390 0.0305
C -1.901 -0.719 3.832 -0.0314 0.1052 0.0305
C -0.448 -0.855 3.401 -0.2044 0.0069 0.2958
O 0.512 -1.047 4.114 0.2741 -0.0855 0.3069
C 0.915 1.376 -2.723 0.4183 0.4553 -0.3663
C 0.414 2.596 -3.088 -0.0119 -0.4678 0.2260
C 1.327 3.370 -3.830 0.1959 0.0507 -0.1052
C 2.513 2.735 -4.022 0.0993 -0.3071 0.1063
S 2.541 1.178 -3.303 -0.4577 0.4000 -0.0059
H 1.822 -0.874 -2.032 -0.1037 0.0212 -0.0041
H 0.454 -2.810 -1.468 -0.1116 0.0807 0.0364
H -0.735 -1.663 -0.807 0.0779 -0.1161 -0.0659
H 2.092 -2.112 0.276 0.0441 -0.0706 0.0061
H 0.645 -2.845 0.969 0.0657 -0.0687 0.0427
H 0.870 0.176 0.696 0.0430 -0.0213 0.0789
H 1.615 -0.683 2.068 -0.0854 0.0640 -0.1349
H -2.097 -1.469 1.056 -0.0339 0.0885 -0.0803
H -1.653 0.202 0.640 -0.0225 -0.1299 0.0496
H -2.508 1.034 2.729 0.0046 0.0055 -0.0319
H -3.615 -0.329 2.517 -0.0210 0.0486 -0.0290
H -2.300 -1.720 4.011 0.0159 -0.0321 0.0321
H -1.980 -0.151 4.757 0.0697 -0.0705 0.0227
H -0.580 2.907 -2.823 -0.1826 -0.0021 0.0789
H 1.113 4.355 -4.204 -0.0029 0.1615 -0.0755
H 3.382 3.084 -4.544 0.1505 0.1195 -0.1171

Repeat the first record exactly.
46
Properties=species:S:1:pos:R:3:forces:R:3 method="wB97M-V/def2-TZVPD" energy_ev=-72601.577 e_lumo_ev=0.113 smiles="NC[C@@H](O)C[C@@H]1[C@H](COO)CS(=O)(=O)O[C@]1(S)C(F)(F)C(F)(F)C(F)(F)C(F)(F)F" gap_ev=9.38 total_charge=0
N 2.095 -2.762 0.973 -0.1478 -0.2615 -0.4941
C 2.142 -2.430 -0.459 0.2472 0.5004 0.8783
C 2.307 -0.883 -0.640 0.0955 -1.0207 -1.3996
O 3.471 -0.686 -1.474 0.1663 0.3559 0.2206
C 1.099 -0.210 -1.353 0.4969 -0.2763 0.5548
C 0.296 0.844 -0.563 -0.3090 -0.6816 -0.4342
C 1.150 2.023 -0.067 0.7042 -0.3253 0.1953
C 2.312 2.367 -1.021 -0.4482 1.3202 1.0434
O 1.871 2.633 -2.337 0.3918 -1.4328 -0.4187
O 1.065 3.771 -2.325 -0.2332 1.1961 0.1702
C 1.777 1.869 1.349 -0.7178 0.1990 -0.7146
S 1.069 0.625 2.443 1.5672 -0.6724 2.0299
O 0.392 1.205 3.546 -1.7590 1.1696 -0.4466
O 2.150 -0.161 2.905 1.0091 -1.1350 -0.8531
O 0.108 -0.368 1.591 0.2374 1.1416 -0.3566
C -0.642 0.270 0.546 0.6267 1.7740 -0.0795
S -1.674 1.697 1.156 -0.9890 -0.1433 -0.1225
C -1.584 -0.836 -0.015 0.8868 -0.0407 1.6111
F -1.883 -0.646 -1.284 -0.8109 0.6066 -0.9316
F -0.849 -1.958 0.018 0.3988 -0.7406 0.0526
C -2.847 -1.162 0.853 -0.3733 -0.8010 -1.7279
F -2.634 -0.988 2.121 0.4343 0.9329 1.4623
F -3.045 -2.493 0.725 -0.2370 -0.6767 -0.3955
C -4.187 -0.517 0.382 -0.4096 -0.3728 0.6994
F -4.885 -0.235 1.483 -0.4098 0.0691 0.6849
F -4.043 0.624 -0.278 0.5617 0.4719 -0.6135
C -5.101 -1.452 -0.464 -0.1211 1.7980 -0.3722
F -6.044 -0.673 -0.981 -0.7937 0.7777 -0.2320
F -5.707 -2.347 0.241 -0.2379 -1.4608 1.0412
F -4.472 -1.967 -1.482 1.0728 -1.0066 -0.9007
H 1.226 -3.200 1.245 0.0909 -0.0183 0.0461
H 2.870 -3.369 1.195 -0.1888 -0.0868 0.2442
H 1.296 -2.822 -1.029 -0.0768 0.0942 0.1326
H 3.041 -2.899 -0.864 -0.0086 0.1324 -0.1626
H 2.569 -0.477 0.333 -0.0584 0.0635 -0.0078
H 3.428 -1.298 -2.219 -0.0576 0.1003 0.0929
H 1.504 0.280 -2.238 -0.0255 0.1686 0.1004
H 0.480 -1.014 -1.744 -0.3322 0.1983 0.0980
H -0.407 1.273 -1.281 0.0065 -0.0073 -0.0286
H 0.542 2.922 -0.038 -0.2512 -0.0959 0.0136
H 3.119 1.638 -0.995 -0.2185 -0.2492 -0.6592
H 2.725 3.312 -0.639 0.1574 -0.1286 0.0273
H 0.154 3.467 -2.194 0.0801 -0.3420 -0.1101
H 2.843 1.655 1.306 -0.0594 -0.4447 0.0144
H 1.697 2.812 1.888 -0.1942 -0.1040 0.1925
H -0.798 2.569 1.687 0.2371 -0.5457 -0.1445